{
  "formula": "C39H52CoN8",
  "method": "ωB97M-V with the def2-TZVPD basis set",
  "species": ["Co", "C", "C", "C", "C", "C", "C", "C", "C", "C", "C", "C", "C", "C", "C", "C", "C", "N", "C", "C", "C", "N", "C", "C", "C", "N", "C", "C", "C", "C", "C", "C", "C", "C", "C", "C", "C", "C", "N", "C", "C", "H", "H", "H", "H", "H", "H", "H", "H", "H", "H", "H", "H", "H", "H", "H", "H", "H", "H", "H", "H", "H", "H", "H", "H", "H", "H", "H", "H", "H", "H", "H", "H", "H", "H", "H", "H", "H", "H", "H", "H", "H", "H", "H", "H", "N", "C", "C", "C", "N", "H", "H", "H", "H", "N", "N", "H", "H", "H", "H"],
  "xyz": [[-0.174806, 0.279903, 0.077667], [5.110330, 3.208847, -0.324901], [3.917561, 3.879830, -1.010410], [2.807852, 2.917080, -1.290040], [2.494281, 2.305242, -2.470460], [3.125195, 2.505755, -3.812247], [2.465685, 3.637021, -4.602725], [1.366704, 1.466230, -2.201379], [0.676234, 0.752979, -3.169030], [-0.407044, -0.036899, -2.907091], [-1.178299, -0.713663, -3.920416], [-0.955542, -0.609565, -5.394778], [0.012941, -1.679322, -5.903602], [-2.066925, -1.497829, -3.264635], [-1.829225, -1.295730, -1.858783], [-2.435051, -2.042788, -0.875911], [-2.237059, -1.842828, 0.466759], [-1.499179, -0.818229, 1.002741], [-1.727780, -0.898007, 2.355531], [-1.278659, 0.018099, 3.273876], [-0.456227, 1.080236, 2.961995], [0.063900, 1.333842, 1.721199], [0.960975, 2.357922, 1.932835], [1.830540, 2.843436, 0.993322], [1.875084, 2.429363, -0.320891], [0.996147, 1.534830, -0.882301], [0.930903, 2.805226, 3.300686], [0.038209, 2.009521, 3.945237], [-0.328860, 2.019749, 5.394670], [0.553613, 1.087218, 6.226439], [1.725342, 3.942860, 3.856544], [1.176971, 5.309004, 3.439690], [-2.577215, -2.019637, 2.675236], [-2.893606, -2.610262, 1.495170], [-3.730260, -3.822784, 1.244017], [-2.902232, -5.024404, 0.782852], [-3.042954, -2.371312, 4.051265], [-4.347672, -1.663980, 4.422289], [-0.848423, -0.367070, -1.639591], [-3.106676, -2.404404, -3.835701], [-4.522290, -1.838671, -3.702491], [5.932278, 3.910368, -0.184486], [5.478857, 2.375705, -0.925782], [4.832165, 2.815319, 0.654207], [4.240648, 4.337563, -1.946899], [3.545862, 4.701559, -0.393134], [3.084376, 1.577367, -4.386163], [4.187235, 2.721077, -3.676300], [1.397906, 3.454265, -4.733988], [2.916429, 3.738990, -5.589545], [2.571300, 4.588828, -4.081236], [0.998512, 0.847365, -4.196318], [-0.581950, 0.383608, -5.651960], [-1.915235, -0.702902, -5.906459], [0.978289, -1.604604, -5.398474], [0.184393, -1.579815, -6.974946], [-0.380862, -2.679103, -5.714473], [-3.108748, -2.829169, -1.182080], [-1.573332, -0.102082, 4.306291], [2.530766, 3.604999, 1.307824], [-1.379323, 1.746803, 5.517447], [-0.247473, 3.040228, 5.773159], [0.497579, 0.061188, 5.857807], [0.248182, 1.087197, 7.272435], [1.598538, 1.395793, 6.177733], [2.771705, 3.848611, 3.552451], [1.727821, 3.869697, 4.945317], [1.187571, 5.430490, 2.355688], [1.764880, 6.115861, 3.876123], [0.143947, 5.425509, 3.769276], [-4.500986, -3.590365, 0.503556], [-4.267756, -4.078233, 2.158798], [-2.373982, -4.811761, -0.147885], [-3.535514, -5.896395, 0.622260], [-2.154381, -5.284938, 1.533467], [-2.266909, -2.126658, 4.779716], [-3.177115, -3.453115, 4.116263], [-4.236623, -0.579795, 4.369051], [-4.658854, -1.923887, 5.433670], [-5.148818, -1.944155, 3.737587], [-3.041480, -3.380886, -3.347178], [-2.879719, -2.585582, -4.887766], [-4.791653, -1.687904, -2.656068], [-5.255140, -2.512024, -4.146075], [-4.600937, -0.872647, -4.202222], [2.469752, -0.713322, -0.118779], [3.425176, -1.292994, 0.606587], [2.824227, -1.837551, 1.724045], [1.475170, -1.541634, 1.586479], [1.252681, -0.889612, 0.438140], [2.550324, -0.231396, -1.003533], [4.447605, -1.294825, 0.269731], [3.298616, -2.380566, 2.520810], [0.648522, -1.787909, 2.231108], [-0.017862, -3.845668, -2.471104], [1.096852, -3.143305, -1.826468], [0.060726, -4.801493, -2.129585], [0.280183, -3.944888, -3.439671], [0.981425, -2.165046, -2.077923], [0.881666, -3.148972, -0.833165]],
  "forces_ev_per_angstrom": [[-0.3, 0.4, 0.0], [0.0, 0.0, 0.0], [0.0, 0.1, 0.0], [0.0, 0.0, -0.1], [0.1, 0.0, 0.1], [0.1, 0.0, 0.0], [0.0, 0.0, 0.0], [-0.2, -0.1, -0.1], [0.1, 0.1, 0.1], [0.1, -0.1, 0.0], [0.0, 0.0, 0.1], [0.0, 0.1, 0.0], [0.0, 0.0, 0.0], [0.0, 0.1, 0.0], [0.1, -0.1, 0.0], [0.0, 0.1, 0.1], [0.0, 0.0, -0.2], [0.0, 0.0, 0.0], [0.0, 0.2, 0.0], [0.0, -0.1, -0.1], [0.0, -0.1, 0.0], [0.2, -0.2, 0.0], [0.0, 0.0, -0.1], [0.0, 0.0, 0.0], [-0.1, 0.0, 0.1], [0.0, -0.1, 0.0], [-0.1, -0.1, 0.0], [0.1, 0.1, -0.1], [-0.1, 0.0, 0.0], [0.0, 0.0, 0.0], [0.0, 0.0, 0.0], [0.0, 0.0, 0.0], [0.0, 0.0, 0.0], [0.0, 0.0, 0.1], [-0.1, 0.0, 0.1], [0.0, 0.0, 0.0], [0.0, -0.1, 0.0], [0.0, 0.0, 0.0], [-0.1, 0.0, -0.1], [0.0, -0.1, 0.0], [0.0, 0.0, 0.0], [0.0, 0.0, 0.0], [0.0, 0.0, 0.0], [0.0, 0.0, 0.0], [0.0, 0.0, 0.0], [0.0, 0.0, 0.0], [0.0, 0.0, 0.0], [0.0, 0.0, 0.0], [0.0, 0.0, 0.0], [0.0, 0.0, 0.0], [0.0, 0.0, 0.0], [0.0, 0.0, 0.0], [0.0, 0.0, 0.0], [0.0, 0.0, 0.0], [0.0, 0.0, 0.0], [0.0, 0.0, 0.0], [0.0, 0.0, 0.0], [0.0, 0.0, 0.0], [0.0, 0.0, 0.0], [0.0, 0.0, 0.0], [0.0, 0.0, 0.0], [0.0, 0.0, 0.0], [0.0, 0.0, 0.0], [0.0, 0.0, 0.0], [0.0, 0.0, 0.0], [0.0, 0.0, 0.0], [0.0, 0.0, 0.0], [0.0, 0.0, 0.0], [0.0, 0.0, 0.0], [0.0, 0.0, 0.0], [0.0, 0.0, 0.0], [0.0, 0.0, 0.0], [0.0, 0.0, 0.0], [0.0, 0.0, 0.0], [0.0, 0.0, 0.0], [0.0, 0.0, 0.0], [0.0, 0.0, 0.0], [0.0, 0.0, 0.0], [0.0, 0.0, 0.0], [0.0, 0.0, 0.0], [0.0, 0.0, 0.0], [0.0, 0.0, 0.0], [0.0, 0.0, 0.0], [0.0, 0.0, 0.0], [0.0, 0.0, 0.0], [-0.2, -0.2, -0.2], [0.1, 0.0, 0.0], [0.1, 0.0, 0.0], [-0.3, -0.2, -0.3], [0.6, 0.3, 0.5], [0.0, 0.0, 0.0], [0.0, 0.0, 0.0], [0.0, 0.0, 0.0], [0.0, 0.1, 0.0], [0.1, -0.2, -0.1], [0.1, 0.1, 0.1], [0.0, 0.0, 0.0], [-0.1, 0.1, 0.0], [-0.2, 0.0, -0.1], [-0.1, 0.0, 0.0]],
  "mulliken_charge": [-0.8858, -1.1499, -1.2414, 0.9157, 1.0423, -1.4773, -1.1818, -0.0874, -1.0436, -0.6062, 0.9863, -1.3049, -1.1155, 1.1827, -0.0186, -1.0380, 0.4379, -0.0683, -0.2077, -0.4619, -0.2600, -0.2325, 0.1242, -0.9308, 0.3381, -0.0591, 0.7931, 0.8585, -1.2658, -1.1104, -1.0963, -1.1600, 0.9004, 0.7227, -1.0466, -1.0917, -1.3891, -1.1961, -0.4189, -1.1179, -1.2540, 0.4221, 0.3009, 0.2630, 0.3906, 0.4805, 0.4702, 0.4755, 0.3056, 0.3961, 0.3290, 0.5104, 0.5108, 0.5011, 0.2813, 0.4250, 0.2734, 0.6499, 0.4090, 0.5023, 0.4784, 0.4781, 0.2824, 0.3784, 0.3265, 0.4349, 0.4233, 0.2795, 0.4032, 0.3311, 0.4217, 0.4322, 0.1945, 0.3998, 0.3372, 0.4554, 0.5125, 0.3117, 0.3996, 0.3310, 0.3934, 0.4453, 0.2763, 0.4360, 0.3368, -0.2578, -0.4038, -1.1017, -0.3839, 1.4562, -0.0417, 0.5213, 0.4978, 0.5159, -0.3490, -0.6467, 0.2636, 0.1940, 0.2789, 0.2765],
  "de_lowest_kj_mol": 62.3,
  "lumo_ev": [-3.6226, -3.6273],
  "total_charge": 1,
  "multiplicity": 1,
  "orbital_gap_ha": [0.215, 0.215],
  "molar_mass_g_mol": 691.8
}



{
  "formula": "C39H53F5N2O9P3Re",
  "method": "ωB97M-V with the def2-TZVPD basis set",
  "species": ["Re", "C", "C", "O", "C", "C", "C", "N", "N", "C", "O", "C", "C", "C", "C", "C", "C", "H", "H", "H", "H", "H", "H", "H", "H", "H", "H", "H", "H", "C", "C", "C", "O", "P", "O", "C", "P", "O", "O", "C", "C", "C", "O", "C", "C", "C", "O", "C", "C", "C", "H", "H", "H", "H", "H", "H", "H", "H", "H", "H", "H", "H", "H", "H", "H", "H", "H", "H", "H", "H", "H", "H", "H", "H", "H", "H", "H", "H", "H", "H", "C", "P", "C", "C", "C", "C", "C", "C", "C", "H", "H", "H", "H", "H", "H", "H", "H", "H", "H", "H", "F", "C", "C", "F", "C", "F", "C", "O", "C", "F", "C", "F"],
  "xyz": [[-0.921343, -1.272240, 0.609768], [-3.951643, -1.337340, -2.491332], [-3.330943, -1.018940, -1.153032], [-2.286543, -1.678540, -0.840032], [-3.984543, -0.086840, -0.351432], [-3.642943, 0.255760, 0.966368], [-4.609643, 1.019460, 1.820668], [-2.544343, -0.186040, 1.527568], [-2.451543, -0.198940, 2.863668], [-1.854943, -1.282740, 3.282468], [-1.424743, -2.162740, 2.432268], [-1.703243, -1.516740, 4.718368], [-1.579043, -0.423240, 5.572968], [-1.376843, -0.631040, 6.923968], [-1.320543, -1.920040, 7.429168], [-1.458643, -3.007040, 6.579768], [-1.636843, -2.811040, 5.223868], [-3.294543, -1.985140, -3.062232], [-4.903143, -1.840740, -2.345332], [-4.135443, -0.418240, -3.038832], [-4.881243, 0.363660, -0.745532], [-5.371943, 1.506360, 1.220368], [-5.083543, 0.321760, 2.513268], [-4.072043, 1.753960, 2.417768], [-1.624043, 0.567660, 5.152068], [-1.267843, 0.216360, 7.583368], [-1.165443, -2.079040, 8.485868], [-1.430443, -4.009440, 6.977068], [-1.727343, -3.644940, 4.545068], [-1.194543, 0.064060, -5.314432], [-0.418643, -1.084140, -4.685732], [0.875357, -1.368940, -5.432732], [-0.195943, -0.869640, -3.284432], [0.667257, 0.151360, -2.451032], [0.670557, -0.340540, -1.062532], [0.054157, 1.862760, -2.698632], [-1.207843, 2.241260, -1.415332], [-1.510343, 1.079860, -0.579932], [-2.513043, 2.688060, -2.180932], [-2.895443, 3.972360, -2.689832], [-3.209343, 4.934760, -1.553932], [-1.850743, 4.548960, -3.631332], [-0.663243, 3.506360, -0.619132], [0.070257, 3.256360, 0.604668], [1.217657, 4.251160, 0.674168], [-0.883943, 3.366260, 1.783368], [2.087657, 0.074160, -3.168432], [3.297957, 0.791060, -2.880332], [3.398557, 1.228660, -1.429232], [3.454457, 1.959560, -3.847832], [-1.646643, -0.265640, -6.245832], [-0.529243, 0.895260, -5.537232], [-1.982543, 0.392860, -4.639632], [-1.045043, -1.985240, -4.686432], [1.459357, -0.459640, -5.537732], [0.647857, -1.757040, -6.421832], [1.475857, -2.100640, -4.898232], [-0.373943, 1.965760, -3.689432], [0.890157, 2.550760, -2.612332], [-3.813943, 3.748460, -3.247732], [-2.291543, 5.223560, -1.049432], [-3.872643, 4.460760, -0.833932], [-3.694943, 5.822960, -1.951232], [-0.921243, 4.721360, -3.093032], [-2.211543, 5.497960, -4.019332], [-1.669943, 3.879960, -4.469932], [0.462657, 2.235660, 0.564368], [0.842957, 5.267260, 0.766768], [1.828157, 4.185960, -0.223332], [1.842357, 4.020660, 1.531968], [-1.347743, 4.349760, 1.806168], [-0.341243, 3.202160, 2.710368], [-1.660743, 2.611760, 1.691068], [4.084057, 0.056660, -3.097832], [2.663657, 1.995860, -1.196032], [4.389857, 1.630660, -1.231832], [3.224257, 0.385260, -0.767032], [2.741557, 2.752160, -3.637332], [3.309857, 1.623160, -4.870932], [4.456657, 2.366660, -3.755232], [-0.009443, -3.917340, -1.589432], [0.359057, -3.290340, 0.085968], [-0.099543, -4.712140, 1.131968], [2.160557, -3.136340, 0.206568], [2.843057, -3.552840, 1.346268], [4.195657, -3.294840, 1.480568], [4.880757, -2.613540, 0.487668], [4.212357, -2.226440, -0.664232], [2.859557, -2.478640, -0.803032], [0.213657, -3.156040, -2.331532], [-1.074843, -4.135840, -1.623132], [0.556757, -4.825240, -1.788232], [0.552557, -5.557640, 0.920768], [-1.128943, -4.979340, 0.901568], [-0.044543, -4.442640, 2.182268], [2.328157, -4.092040, 2.124968], [4.718157, -3.609340, 2.369768], [5.930957, -2.393940, 0.607168], [4.751757, -1.713740, -1.445232], [2.342757, -2.150640, -1.690732], [4.796357, -0.800040, 5.232568], [3.770257, -0.723740, 4.382768], [3.682357, 0.313460, 3.455968], [4.649657, 1.232060, 3.392268], [2.606657, 0.389260, 2.592068], [2.550757, 1.405560, 1.711968], [1.556457, -0.566440, 2.568168], [0.588957, -0.434540, 1.740968], [1.710057, -1.616140, 3.509368], [0.807757, -2.614840, 3.522868], [2.766457, -1.687640, 4.400168], [2.834057, -2.700840, 5.268668]],
  "forces_ev_per_angstrom": [[0.4, 0.7, 3.0], [0.3, -0.1, 0.2], [-1.4, 0.8, 0.1], [1.4, -0.4, 0.7], [0.5, -0.1, 0.1], [-0.9, 0.1, 0.0], [0.1, 0.0, -0.1], [1.8, -1.4, -1.9], [-0.4, -0.1, 1.4], [-0.5, 1.2, -0.4], [0.6, -0.3, -2.3], [0.2, 0.0, 0.3], [0.0, -0.2, -0.2], [0.0, 0.1, 0.1], [0.0, 0.0, 0.0], [0.0, -0.1, 0.0], [0.0, 0.2, -0.1], [0.1, 0.0, -0.1], [-0.1, -0.1, 0.0], [0.0, 0.1, -0.1], [-0.1, 0.0, -0.1], [0.0, 0.0, -0.1], [0.0, 0.1, 0.0], [-0.1, 0.0, 0.1], [0.0, 0.2, 0.0], [0.0, 0.1, 0.1], [0.0, 0.0, 0.1], [0.0, -0.1, 0.0], [0.0, -0.1, 0.0], [0.1, -0.2, 0.3], [-0.1, -0.2, -0.8], [-0.2, 0.0, 0.2], [0.1, 0.5, 0.5], [0.4, -0.3, -1.3], [-0.4, -0.3, 1.3], [-0.2, -0.7, 0.8], [-0.2, 0.7, -0.2], [0.3, 0.0, -0.1], [0.6, -0.4, 0.2], [-0.4, 0.8, -0.3], [0.0, -0.3, -0.1], [-0.2, -0.3, 0.1], [-0.5, -0.3, -0.9], [0.5, 0.0, 0.9], [-0.3, -0.3, -0.2], [0.1, -0.1, -0.4], [-1.2, -0.1, 0.2], [0.8, 0.5, 0.1], [-0.1, -0.4, -0.1], [-0.1, -0.4, 0.1], [0.0, 0.0, -0.1], [0.0, 0.1, -0.1], [-0.1, 0.1, 0.0], [0.1, 0.2, 0.0], [0.1, 0.1, -0.1], [-0.1, 0.0, -0.1], [0.0, -0.1, 0.0], [0.0, 0.0, -0.1], [0.1, 0.1, 0.1], [0.2, 0.1, 0.1], [0.0, 0.1, 0.1], [-0.1, 0.0, 0.1], [0.0, 0.1, 0.0], [0.1, 0.1, 0.0], [0.0, 0.1, 0.0], [0.1, 0.0, -0.1], [0.1, 0.0, 0.0], [0.0, 0.1, 0.0], [0.1, 0.0, -0.1], [0.1, 0.0, 0.1], [0.0, 0.1, 0.0], [0.0, 0.0, 0.1], [-0.1, -0.1, 0.1], [-0.1, 0.1, 0.1], [-0.1, 0.2, 0.1], [0.0, 0.1, 0.0], [0.0, 0.0, 0.1], [-0.1, 0.1, 0.0], [0.0, 0.0, -0.1], [0.1, 0.1, 0.0], [0.2, 0.1, 0.3], [-0.6, -0.3, -0.3], [0.1, 0.3, -0.1], [-0.1, 0.2, 0.0], [-0.1, -0.1, -0.1], [0.2, 0.1, 0.0], [-0.1, -0.1, 0.0], [0.0, 0.0, 0.1], [0.0, 0.0, 0.0], [0.0, 0.0, -0.1], [-0.1, 0.0, 0.0], [0.0, 0.0, 0.0], [0.0, 0.0, 0.0], [-0.1, 0.0, 0.0], [0.0, 0.0, 0.1], [-0.1, 0.0, 0.1], [0.0, -0.1, 0.1], [0.1, 0.0, 0.0], [0.0, 0.0, -0.1], [0.0, 0.0, -0.1], [-0.1, 0.0, -0.1], [-0.3, -0.1, -0.2], [0.0, -0.2, 0.2], [-0.1, 0.0, 0.0], [-0.5, -0.4, -0.1], [0.1, 0.0, 0.1], [2.1, -0.4, 1.6], [-2.5, -0.1, -2.2], [-0.3, 0.3, -0.4], [0.4, 0.1, 0.1], [0.3, 0.3, 0.0], [0.0, 0.1, -0.1]],
  "mulliken_spin": [0.9083, -0.0024, -0.0161, -0.0071, -0.0018, 0.0041, -0.0100, 0.0053, -0.0004, 0.0254, -0.0262, 0.0026, -0.0019, 0.0003, -0.0004, 0.0006, -0.0044, -0.0009, 0.0006, 0.0013, 0.0015, 0.0005, 0.0013, 0.0006, -0.0004, -0.0001, 0.0000, 0.0001, -0.0006, -0.0003, -0.0002, 0.0000, -0.0033, -0.0145, 0.0626, 0.0017, 0.0012, 0.0243, -0.0005, -0.0004, 0.0002, -0.0001, 0.0009, -0.0078, -0.0007, -0.0017, -0.0019, 0.0002, -0.0016, 0.0002, -0.0001, -0.0001, 0.0004, 0.0000, 0.0000, 0.0000, 0.0000, 0.0003, -0.0002, 0.0001, 0.0000, 0.0000, 0.0000, -0.0001, 0.0000, 0.0000, 0.0034, 0.0000, 0.0001, 0.0000, 0.0000, 0.0002, -0.0005, 0.0001, 0.0014, 0.0001, 0.0002, 0.0000, 0.0000, 0.0000, -0.0046, -0.0174, 0.0027, -0.0120, 0.0079, 0.0001, 0.0019, 0.0005, -0.0044, 0.0025, -0.0018, -0.0011, -0.0006, 0.0000, 0.0001, 0.0003, 0.0002, 0.0000, -0.0003, -0.0004, 0.0010, 0.0157, -0.0098, -0.0004, 0.0124, -0.0002, 0.0315, 0.0187, 0.0220, -0.0014, -0.0065, -0.0001],
  "de_lowest_kj_mol": 44.6,
  "lumo_ev": [-3.7862, -3.4082],
  "total_charge": 1,
  "multiplicity": 2,
  "orbital_gap_ha": [0.231, 0.244],
  "molar_mass_g_mol": 1068.0,
  "s2": 0.96
}



- Which of these has the lowest multiplicity?
  C39H52CoN8